Density functional theory data (ωB97M-V with the def2-TZVPD basis set) for C21H38AsAuN3O5SSi3 as an isolated structure in a non-equilibrium geometry.

Geometry as ORCA input:
```
! wB97M-V def2-TZVPD RIJCOSX def2/J DEFGRID3
* xyz 1 1
Au -1.609 0.617 -0.871
As 0.171 -1.282 -0.437
S 0.500 1.407 1.475
Si -0.316 -3.295 -2.409
Si 2.605 -1.737 -0.090
Si -1.029 -2.203 1.412
O 0.743 1.345 2.885
O 1.177 0.330 0.710
O -0.092 1.214 -2.793
O -1.868 0.053 -2.958
O -0.625 0.339 -4.668
N -0.840 0.554 -3.514
N -1.034 1.154 1.087
N -3.114 1.816 0.657
C -3.305 3.363 2.927
C -2.882 -1.875 1.082
C 3.517 -0.412 -1.120
C 2.939 -3.500 -0.782
C -4.250 2.433 0.947
C 1.544 5.260 1.321
C 1.352 4.509 -0.950
C -0.478 -1.649 3.145
C 1.838 6.934 -0.520
C -2.128 2.700 2.651
C 1.042 3.232 -0.514
C 1.590 5.540 -0.046
C -2.082 1.918 1.497
C 0.130 -5.140 -2.097
C 0.996 2.987 0.845
C 1.247 3.987 1.767
C -4.398 3.212 2.079
C 0.774 -2.549 -3.794
C -0.773 -4.105 1.331
C 2.969 -1.826 1.784
C -2.206 -3.059 -2.552
H 3.976 -3.756 -0.591
H 0.996 7.565 -0.232
H -3.238 -2.421 0.213
H 2.512 -2.703 2.236
H 0.236 -1.785 -4.351
H -5.059 2.289 0.244
H -2.522 -3.158 -3.587
H 2.322 -4.249 -0.295
H 1.670 -2.084 -3.385
H 1.401 4.702 -2.010
H -1.323 -4.545 0.507
H -0.032 -5.455 -1.073
H 0.839 2.442 -1.220
H 1.744 6.043 2.038
H 2.779 -3.570 -1.852
H -1.300 -1.763 3.847
H 3.184 -0.415 -2.157
H -0.498 -5.764 -2.727
H 1.080 -3.310 -4.507
H 4.041 -1.894 1.955
H 0.276 -4.373 1.228
H -3.078 -0.819 0.911
H 2.605 -0.945 2.302
H -3.373 3.985 3.806
H -2.754 -3.789 -1.963
H -2.496 -2.058 -2.236
H 2.733 7.353 -0.064
H 1.161 -5.358 -2.350
H 1.212 3.742 2.817
H -1.142 -4.560 2.243
H -0.173 -0.609 3.160
H 0.351 -2.243 3.518
H 3.328 0.579 -0.718
H 1.937 6.971 -1.601
H 4.592 -0.579 -1.115
H -3.488 -2.185 1.928
H -5.339 3.690 2.293
H -1.266 2.756 3.296
*
```

Calculated values
Max |F|   2.29 eV/Å
HOMO level (spin up / spin down)   -11.16 / -11.16 eV
Molecular weight   800.8 g/mol
Orbital gap (spin up / spin down)   0.2002 / 0.2003 Eh
DFT total energy   -5001.26877 Eh
Energy relative to the best compared isomer or geometry (same formula, charge and spin)   144.5 kJ/mol

Partial atomic charges computed with the Löwdin method, in multiples of e: number 1, Au, carries 0.9603; number 2, As, carries 0.9897; number 3, S, carries 0.6392; number 4, Si, carries 0.6682; number 5, Si, carries 0.4826; number 6, Si, carries 0.3813; number 7, O, carries -0.2699; number 8, O, carries -0.5969; number 9, O, carries -0.0887; number 10, O, carries -0.1629; number 11, O, carries 0.0922; number 12, N, carries -0.5967; number 13, N, carries -0.2414; number 14, N, carries 0.0372; number 15, C, carries -0.0355; number 16, C, carries -0.2066; number 17, C, carries -0.1837; number 18, C, carries -0.1994; number 19, C, carries -0.1126; number 20, C, carries -0.0127; number 21, C, carries -0.0068; number 22, C, carries -0.1766; number 23, C, carries -0.0349; number 24, C, carries 0.0067; number 25, C, carries -0.0466; number 26, C, carries -0.2499; number 27, C, carries -0.4270; number 28, C, carries -0.1803; number 29, C, carries -0.2781; number 30, C, carries -0.0487; number 31, C, carries -0.0483; number 32, C, carries -0.1880; number 33, C, carries -0.1988; number 34, C, carries -0.1795; number 35, C, carries -0.2103; number 36, H, carries 0.0415; number 37, H, carries 0.0939; number 38, H, carries 0.0159; number 39, H, carries 0.0256; number 40, H, carries 0.0119; number 41, H, carries 0.1196; number 42, H, carries 0.0431; number 43, H, carries 0.0135; number 44, H, carries 0.0082; number 45, H, carries 0.1227; number 46, H, carries 0.0081; number 47, H, carries 0.0069; number 48, H, carries 0.0762; number 49, H, carries 0.1247; number 50, H, carries 0.0051; number 51, H, carries 0.0413; number 52, H, carries 0.0254; number 53, H, carries 0.0445; number 54, H, carries 0.0416; number 55, H, carries 0.0388; number 56, H, carries 0.0154; number 57, H, carries -0.0219; number 58, H, carries 0.0157; number 59, H, carries 0.1185; number 60, H, carries 0.0284; number 61, H, carries -0.0164; number 62, H, carries 0.0898; number 63, H, carries 0.0247; number 64, H, carries 0.1128; number 65, H, carries 0.0412; number 66, H, carries -0.0143; number 67, H, carries 0.0310; number 68, H, carries 0.0184; number 69, H, carries 0.0813; number 70, H, carries 0.0364; number 71, H, carries 0.0391; number 72, H, carries 0.1091; number 73, H, carries 0.1057

---

Density functional theory data (ωB97M-V with the def2-TZVPD basis set) for a 3-piece molecular cluster, C21H38BCl2F3IN6O9P2 overall in a non-equilibrium geometry.

Geometry as ORCA input:
```
! wB97M-V def2-TZVPD RIJCOSX def2/J DEFGRID3
* xyz 1 1
I -3.166 -2.051 -2.055
Cl -3.317 2.266 3.288
Cl -0.446 1.442 2.877
P -2.109 -0.920 -0.120
P -0.942 3.262 -0.690
F -1.079 1.012 -5.212
F 0.760 0.338 -4.434
F -0.847 -1.025 -4.734
O -3.405 -0.702 0.839
O 0.944 2.683 -3.037
O -1.837 3.183 -1.875
O -3.253 -5.679 -1.161
O 1.937 -1.751 -2.816
O 0.478 1.013 0.412
O 1.160 2.323 4.846
O 2.345 -0.013 -0.046
O 2.585 4.066 -0.618
N 1.424 2.224 7.067
N 0.673 0.019 -1.687
N 1.952 2.020 -1.085
N -1.551 0.636 -0.831
N -3.700 -5.786 -3.351
N -1.137 0.461 -3.082
C -2.718 2.054 1.662
C -3.814 -6.401 -4.663
C -0.653 0.366 -1.887
C -0.514 0.205 -4.354
C 0.824 -2.482 0.683
C -0.781 1.508 0.077
C 3.624 -0.067 -0.694
C -0.175 3.833 6.141
C 4.776 0.597 0.075
C -2.902 -7.806 -2.204
C 0.659 -2.671 -0.864
C 1.188 2.584 8.454
C -1.460 1.690 1.465
C -3.293 -6.350 -2.182
C 0.848 2.741 5.957
C 2.391 2.985 -0.169
C 1.916 2.389 -2.472
C -3.733 2.282 0.560
C 3.225 2.468 -3.244
C 1.370 0.767 -0.657
C 2.656 2.813 1.323
B 1.053 -1.462 -1.780
H 2.378 1.846 1.735
H 1.464 -2.110 -3.582
H 1.871 -2.682 0.926
H -4.847 -6.324 -5.003
H -0.383 -2.989 -1.034
H -2.603 -8.107 -1.204
H 0.274 4.697 6.631
H -3.173 -5.864 -5.365
H -1.585 4.121 0.237
H -3.522 -7.445 -4.642
H 1.253 -3.548 -1.134
H 3.893 -1.133 -0.704
H -3.791 1.496 -0.182
H 2.126 2.922 8.898
H -4.714 2.368 1.035
H 4.079 2.648 -2.584
H -2.116 0.751 -3.131
H 5.694 0.015 0.036
H 0.842 1.703 8.996
H -0.544 4.141 5.166
H 2.097 1.500 6.869
H 3.706 3.062 1.480
H 3.160 3.249 -4.000
H 0.447 3.371 8.544
H -3.145 -0.951 1.742
H -3.945 -4.815 -3.251
H 0.495 -1.517 1.061
H 3.393 1.525 -3.781
H 4.481 0.631 1.130
H 4.906 1.642 -0.223
H 0.260 -3.285 1.168
H 0.254 3.890 -1.062
H 3.622 0.182 -1.758
H -1.018 3.468 6.730
H -3.746 -8.422 -2.514
H 2.076 3.597 1.816
H -2.060 -7.963 -2.880
H -3.539 3.262 0.112
*
```

Calculated values
Max |F|   4.05 eV/Å
HOMO level   -11.44 eV
Molecular weight   846.1 g/mol
Orbital gap   0.2597 Eh
DFT total energy   -4053.76855 Eh

Partial atomic charges computed with the Löwdin method, in multiples of e: number 1, I, carries 0.6464; number 2, Cl, carries 0.7008; number 3, Cl, carries 0.8036; number 4, P, carries 0.6799; number 5, P, carries 0.8691; number 6, F, carries 0.2249; number 7, F, carries 0.2478; number 8, F, carries 0.1632; number 9, O, carries -0.3382; number 10, O, carries 0.1491; number 11, O, carries -0.4062; number 12, O, carries -0.0075; number 13, O, carries 0.1440; number 14, O, carries -0.0621; number 15, O, carries -0.0860; number 16, O, carries -0.0106; number 17, O, carries 0.1135; number 18, N, carries 0.0119; number 19, N, carries 0.2351; number 20, N, carries 0.1170; number 21, N, carries -0.1593; number 22, N, carries -0.0007; number 23, N, carries 0.2714; number 24, C, carries -0.7586; number 25, C, carries -0.0687; number 26, C, carries -0.3358; number 27, C, carries -0.6946; number 28, C, carries -0.1063; number 29, C, carries -0.5160; number 30, C, carries -0.1943; number 31, C, carries -0.0037; number 32, C, carries -0.0351; number 33, C, carries -0.0069; number 34, C, carries -0.1358; number 35, C, carries -0.0661; number 36, C, carries -0.6510; number 37, C, carries -0.5573; number 38, C, carries -0.5477; number 39, C, carries -0.4771; number 40, C, carries -0.4533; number 41, C, carries -0.1021; number 42, C, carries 0.0388; number 43, C, carries -0.4599; number 44, C, carries 0.0345; number 45, B, carries -0.4896; number 46, H, carries 0.0676; number 47, H, carries 0.1214; number 48, H, carries 0.0793; number 49, H, carries 0.0861; number 50, H, carries 0.0497; number 51, H, carries 0.0843; number 52, H, carries 0.0887; number 53, H, carries 0.0824; number 54, H, carries 0.0525; number 55, H, carries 0.0753; number 56, H, carries 0.1135; number 57, H, carries 0.1320; number 58, H, carries 0.0624; number 59, H, carries 0.0865; number 60, H, carries 0.0792; number 61, H, carries 0.0873; number 62, H, carries 0.1711; number 63, H, carries 0.0871; number 64, H, carries 0.0860; number 65, H, carries 0.0763; number 66, H, carries 0.1421; number 67, H, carries 0.1000; number 68, H, carries 0.1003; number 69, H, carries 0.0742; number 70, H, carries 0.0805; number 71, H, carries 0.0726; number 72, H, carries 0.0336; number 73, H, carries 0.0949; number 74, H, carries 0.0845; number 75, H, carries 0.0711; number 76, H, carries 0.0806; number 77, H, carries 0.0306; number 78, H, carries 0.1141; number 79, H, carries 0.0884; number 80, H, carries 0.0884; number 81, H, carries 0.1018; number 82, H, carries 0.0860; number 83, H, carries 0.0672

---

Density functional theory data (ωB97M-V with the def2-TZVPD basis set) for a 3-piece molecular cluster, C21H38BFIN4O11PS overall in a non-equilibrium geometry.

Geometry as ORCA input:
```
! wB97M-V def2-TZVPD RIJCOSX def2/J DEFGRID3
* xyz 0 1
I 3.065 -1.034 1.040
S -1.109 -0.344 2.387
P -0.430 1.699 -0.772
F 3.473 2.733 3.684
O 4.731 0.983 3.288
O -1.788 0.903 2.360
O 1.159 -4.141 1.577
O -3.219 -0.527 0.428
O -0.094 -2.035 -4.205
O 2.549 -4.238 3.325
O -1.631 2.206 0.115
O -4.939 1.277 -0.866
O 0.270 -0.110 3.136
O -1.208 1.166 -2.079
O -1.716 -1.460 3.032
N 2.361 1.804 0.771
N 1.038 -0.413 -1.045
N 0.586 2.812 -1.149
N -2.045 -1.646 -1.362
C 2.379 0.625 3.627
C 1.606 0.657 1.126
C 1.228 0.849 2.627
C -6.994 1.313 -2.056
C -6.148 1.339 -0.810
C -6.865 1.440 0.509
C 0.532 -1.472 -5.073
C -0.021 2.429 4.146
C -0.590 2.553 5.203
C 3.369 1.860 -0.282
C 3.648 1.406 3.472
C 4.801 2.002 0.224
C 3.429 -4.764 1.178
C 0.028 -0.171 -5.651
C 1.822 -2.023 -5.621
C 0.393 0.213 0.117
C -0.626 -0.851 0.738
C 0.684 2.296 2.880
C -0.105 -2.329 0.747
C 2.363 -4.346 2.149
C 0.443 -2.960 2.026
B -2.040 -0.971 -0.102
H 0.658 3.027 -2.134
H 1.816 2.651 0.768
H 4.368 -4.308 1.480
H -7.591 2.224 -2.120
H -0.574 0.975 -2.779
H -7.457 2.356 0.542
H 0.670 -2.459 -0.006
H 3.289 1.065 -1.024
H -0.343 -3.287 2.694
H -2.531 -1.178 -2.112
H 2.631 -1.308 -5.464
H -0.019 2.550 2.085
H -1.199 -2.079 -1.701
H 1.726 -2.201 -6.694
H 1.138 -2.334 2.575
H 3.174 -4.517 0.152
H 5.419 2.417 -0.573
H -7.539 0.591 0.631
H -3.563 0.255 -0.034
H -7.672 0.459 -2.025
H 0.400 -1.057 -1.494
H -0.910 0.088 -5.163
H 2.610 -0.427 3.751
H -2.204 2.794 -0.398
H -6.356 1.236 -2.933
H 1.301 0.276 -1.743
H 1.943 0.936 4.583
H 4.825 2.672 1.082
H -0.147 -0.275 -6.722
H 2.063 -2.957 -5.120
H 5.237 1.053 0.535
H 0.759 0.626 -5.495
H 3.153 2.771 -0.843
H -0.914 -2.991 0.434
H -1.095 2.748 6.110
H 1.492 3.013 2.818
H 3.558 -5.846 1.248
H -6.141 1.444 1.320
*
```

Calculated values
Max |F|   1.28 eV/Å
HOMO level   -8.68 eV
SMILES   C#CC[C@@]1(CC(=O)F)OS(=O)(=O)[C@@](CCOC(C)=O)(B(N)O)[C@@](N)(P(=N)(O)O)[C@@]1(I)NCC.CC(C)=O.CC(C)=O
Molecular weight   742.3 g/mol
Orbital gap   0.3143 Eh
DFT total energy   -3031.65986 Eh

Partial atomic charges computed with the Löwdin method, in multiples of e: number 1, I, carries 1.3069; number 2, S, carries 0.6619; number 3, P, carries 0.5570; number 4, F, carries 0.0903; number 5, O, carries 0.1407; number 6, O, carries -0.2258; number 7, O, carries -0.0296; number 8, O, carries 0.1344; number 9, O, carries 0.0621; number 10, O, carries 0.1163; number 11, O, carries -0.1165; number 12, O, carries 0.0553; number 13, O, carries -0.1835; number 14, O, carries -0.1359; number 15, O, carries -0.2069; number 16, N, carries -0.0791; number 17, N, carries -0.0173; number 18, N, carries -0.1273; number 19, N, carries 0.2183; number 20, C, carries -0.0800; number 21, C, carries -0.5283; number 22, C, carries -0.4226; number 23, C, carries -0.0148; number 24, C, carries -0.4706; number 25, C, carries -0.0067; number 26, C, carries -0.5019; number 27, C, carries -0.1191; number 28, C, carries 0.1479; number 29, C, carries -0.3293; number 30, C, carries -0.4822; number 31, C, carries -0.1073; number 32, C, carries -0.0072; number 33, C, carries -0.0220; number 34, C, carries -0.0156; number 35, C, carries -0.3809; number 36, C, carries -0.2632; number 37, C, carries -0.1260; number 38, C, carries -0.1391; number 39, C, carries -0.6011; number 40, C, carries -0.1964; number 41, B, carries -0.6515; number 42, H, carries 0.0012; number 43, H, carries 0.0873; number 44, H, carries 0.0835; number 45, H, carries 0.0880; number 46, H, carries 0.0602; number 47, H, carries 0.0891; number 48, H, carries 0.0880; number 49, H, carries 0.0701; number 50, H, carries 0.1228; number 51, H, carries 0.0924; number 52, H, carries 0.0886; number 53, H, carries 0.1071; number 54, H, carries 0.0561; number 55, H, carries 0.0888; number 56, H, carries 0.0553; number 57, H, carries 0.0759; number 58, H, carries 0.0709; number 59, H, carries 0.0918; number 60, H, carries 0.0647; number 61, H, carries 0.0898; number 62, H, carries 0.0549; number 63, H, carries 0.0762; number 64, H, carries 0.0971; number 65, H, carries 0.1075; number 66, H, carries 0.0822; number 67, H, carries 0.0630; number 68, H, carries 0.1404; number 69, H, carries 0.0702; number 70, H, carries 0.0889; number 71, H, carries 0.0852; number 72, H, carries 0.0293; number 73, H, carries 0.0868; number 74, H, carries 0.0969; number 75, H, carries 0.1251; number 76, H, carries 0.0268; number 77, H, carries 0.1148; number 78, H, carries 0.0907; number 79, H, carries 0.0895